Entry 1:
Entry from the OMol25 dataset: a cluster of 5 separate species, C34H40Cl8O2 in total in a non-equilibrium geometry (ωB97M-V/def2-TZVPD).

Each line ends with the Löwdin charge.
Positions of all 84 atoms, in Å:
C 0.224 -1.818 0.994  -0.14
C -0.861 -2.904 0.532  -0.22
C -0.538 -3.518 -0.892  -0.20
C -1.801 -3.805 -1.779  -0.15
C -2.669 -2.556 -2.120  -0.13
C -4.124 -2.631 -1.825  -0.07
C -5.022 -1.504 -2.126  -0.15
C -4.533 -0.235 -2.707  -0.03
C -3.103 -0.153 -2.983  -0.06
C -2.201 -1.298 -2.696  -0.01
C -0.672 -1.100 -3.013  -0.28
O 0.001 -1.931 -3.575  0.11
C -0.122 0.306 -2.578  -0.04
C 1.159 0.476 -1.910  0.05
C 1.600 1.817 -1.492  -0.15
C 2.927 2.130 -0.731  -0.16
C 4.236 1.902 -1.576  -0.15
C 4.327 0.510 -2.267  -0.22
C 4.410 -0.776 -1.558  -0.06
C 4.477 -2.022 -2.349  -0.07
C 4.454 -2.003 -3.823  -0.09
C 4.381 -0.728 -4.540  -0.07
C 4.313 0.492 -3.742  -0.04
C 0.704 2.943 -1.826  -0.02
C -0.590 2.787 -2.499  -0.05
C -1.027 1.448 -2.874  -0.06
C -2.404 1.133 -3.554  -0.28
O -2.872 1.788 -4.456  0.10
H 1.083 -1.753 0.263  0.06
H 0.646 -2.150 1.977  0.03
H -0.240 -0.790 1.050  0.07
H -0.774 -3.744 1.285  0.10
H -1.899 -2.492 0.624  0.07
H -0.047 -4.520 -0.705  0.12
H 0.246 -2.881 -1.369  0.08
H -1.548 -4.380 -2.712  0.12
H -2.465 -4.495 -1.175  0.11
H -4.538 -3.553 -1.357  0.11
H -6.115 -1.562 -1.884  0.10
H -5.220 0.620 -2.905  0.11
H 1.817 -0.401 -1.670  0.11
H 2.929 1.590 0.258  0.04
H 2.896 3.227 -0.454  0.11
H 4.417 2.704 -2.339  0.11
H 5.112 1.962 -0.859  0.12
H 4.441 -0.816 -0.437  0.04
H 4.538 -3.034 -1.883  0.09
H 4.506 -2.950 -4.414  0.09
H 4.385 -0.622 -5.649  0.10
H 4.235 1.466 -4.277  0.10
H 0.998 3.984 -1.540  0.10
H -1.255 3.648 -2.727  0.09
Cl 2.304 0.398 2.429  0.59
C 3.611 0.285 3.635  -0.68
C 4.951 0.704 3.071  -0.64
Cl 5.569 -0.453 1.862  0.58
H 3.637 -0.736 4.009  0.03
H 3.337 0.943 4.460  0.07
H 5.689 0.747 3.872  0.07
H 4.901 1.686 2.602  0.07
Cl -4.358 -0.754 0.542  0.68
C -4.157 -0.426 2.282  -0.63
C -4.261 -1.684 3.114  -0.66
Cl -5.914 -2.350 3.125  0.54
H -4.904 0.312 2.576  0.07
H -3.170 0.021 2.409  0.07
H -4.002 -1.464 4.151  0.07
H -3.587 -2.460 2.752  0.06
Cl 1.192 -1.349 4.940  0.59
C 0.566 -1.591 6.590  -0.64
C 1.205 -0.649 7.584  -0.66
Cl 2.925 -1.026 7.858  0.54
H 0.728 -2.633 6.864  0.07
H -0.510 -1.413 6.550  0.07
H 0.704 -0.734 8.549  0.07
H 1.135 0.388 7.255  0.07
Cl -2.432 4.300 -0.223  0.58
C -3.926 5.050 -0.841  -0.65
C -3.820 6.557 -0.918  -0.67
Cl -3.755 7.310 0.696  0.53
H -4.750 4.739 -0.200  0.07
H -4.097 4.640 -1.838  0.07
H -4.697 6.964 -1.422  0.07
H -2.934 6.867 -1.471  0.07

The calculation puts the HOMO energy at -8.591 eV. As for the SMILES: CCCCc1cccc2c1C(=O)c1cc(CCc3ccccc3)ccc1C2=O.ClCCCl.ClCCCl.ClCCCl.ClCCCl. As for the gap between HOMO and LUMO: 8.33 eV. The calculation puts the LUMO energy at -0.263 eV. As for the spin multiplicity: 1.

***

Entry 2:
Entry from the OMol25 dataset: the molecule C5H8N2 in a non-equilibrium geometry (ωB97M-V/def2-TZVPD).

Each line ends with the Löwdin charge.
Positions of all 15 atoms, in Å:
C 2.291 0.426 0.852  -0.05
C 0.957 -0.072 0.421  -0.37
C 0.621 -1.291 -0.215  -0.04
C -0.722 -1.184 -0.480  -0.09
N -1.092 0.047 -0.065  -0.24
C -2.245 0.784 -0.544  -0.02
N -0.097 0.722 0.520  0.11
H 2.932 0.586 -0.022  0.08
H 2.787 -0.284 1.517  0.07
H 2.170 1.383 1.364  0.07
H 1.280 -2.090 -0.514  0.10
H -1.444 -1.868 -0.909  0.12
H -2.491 0.472 -1.570  0.09
H -2.001 1.852 -0.589  0.09
H -2.946 0.517 0.233  0.08

The calculation puts the HOMO energy at -8.842 eV. As for the SMILES: Cc1ccn(C)n1. As for the gap between HOMO and LUMO: 9.90 eV. The energy relative to the best compared isomer or geometry (same formula, charge and spin) comes out at 80.40 kJ/mol. The calculation puts the LUMO energy at 1.060 eV. As for the spin multiplicity: 1.

***

Entry 3:
Entry from the OMol25 dataset: a structure of composition C21H40P2Tc in a non-equilibrium geometry (ωB97M-V/def2-TZVPD).

Each line ends with the Löwdin charge.
Positions of all 64 atoms, in Å:
P 4.212 1.490 -1.160  0.92
P 4.016 -1.544 -1.749  0.92
C 5.821 0.599 -1.507  -0.41
C 5.579 -0.681 -2.311  -0.41
H 6.281 0.376 -0.533  0.09
H 6.479 1.291 -2.052  0.10
H 5.456 -0.461 -3.382  0.09
H 6.414 -1.385 -2.194  0.10
C 4.805 -2.676 -0.527  -0.25
H 4.071 -3.441 -0.240  0.05
H 5.093 -2.108 0.367  0.05
H 5.690 -3.154 -0.968  0.07
C 3.860 -2.715 -3.155  -0.26
H 4.799 -3.259 -3.323  0.07
H 3.588 -2.150 -4.055  0.05
H 3.054 -3.423 -2.923  0.05
C 4.837 2.665 0.103  -0.26
H 4.041 3.387 0.323  0.05
H 5.732 3.191 -0.254  0.07
H 5.071 2.105 1.018  0.05
C 4.244 2.605 -2.627  -0.25
H 4.009 2.029 -3.531  0.05
H 5.233 3.072 -2.727  0.07
H 3.477 3.378 -2.490  0.05
Tc -2.111 0.229 0.669  1.39
C -1.301 -1.195 -0.648  -0.27
C -0.888 -1.487 0.682  -0.26
C 0.519 -1.147 1.171  -0.18
C 0.689 0.272 1.750  -0.17
C -0.396 1.243 1.343  -0.27
C -0.624 1.557 -0.035  -0.25
C 0.140 0.911 -1.172  -0.17
C -0.366 -0.482 -1.615  -0.18
C -2.943 2.110 1.205  -0.17
H -2.047 -1.858 -1.116  0.13
H -1.356 -2.346 1.199  0.13
H 1.274 -1.344 0.391  0.09
H 0.766 -1.866 1.966  0.12
H 0.672 0.196 2.847  0.12
H 1.680 0.686 1.506  0.11
H -0.597 2.023 2.088  0.12
H -0.981 2.560 -0.295  0.11
H 1.227 0.915 -0.974  0.07
H 0.023 1.584 -2.040  0.12
H -0.897 -0.347 -2.569  0.12
H 0.490 -1.123 -1.865  0.10
H -3.954 2.236 0.785  0.04
H -2.326 3.003 1.043  0.03
H -3.065 1.972 2.293  0.04
C -7.134 0.467 1.125  -0.04
C -6.443 -0.556 2.025  -0.63
C -6.438 -0.066 3.473  -0.04
C -7.185 -1.882 1.937  -0.04
C -5.042 -0.691 1.566  -0.01
C -3.875 -0.493 1.206  -0.11
H -8.184 0.605 1.409  0.10
H -7.097 0.129 0.081  0.10
H -6.636 1.442 1.198  0.09
H -7.459 0.023 3.861  0.10
H -5.888 -0.774 4.107  0.10
H -5.966 0.921 3.543  0.09
H -7.221 -2.242 0.904  0.10
H -6.710 -2.643 2.563  0.10
H -8.211 -1.735 2.289  0.10

As for the total charge: +2. The calculation puts the HOMO energy (alpha / beta) at -14.369 / -14.678 eV. As for the gap between HOMO and LUMO (alpha / beta): 6.16 / 5.53 eV. The energy relative to the best compared isomer or geometry (same formula, charge and spin) comes out at 6.69 kJ/mol. The calculation puts the LUMO energy (alpha / beta) at -8.213 / -9.150 eV. As for the spin multiplicity: 4.

***

Energy, record by record: -5151.4842 -304.8049 -1586.8109 Eh